A.
{"formula": "C6H14N3Si", "method": "the ωB97M-V functional and the def2-TZVPD basis", "total_charge": 1, "gap_ev": 6.58, "e_homo_ev": -12.186, "lumo_energy_ev": -5.606, "species": ["C", "C", "C", "C", "C", "C", "N", "N", "N", "Si", "H", "H", "H", "H", "H", "H", "H", "H", "H", "H", "H", "H", "H", "H"], "positions_angstrom": [[1.382, -1.009, 3.099], [0.765, 0.953, 4.164], [-0.486, -0.014, 2.408], [1.256, 0.342, -2.584], [-1.738, 0.993, -3.301], [-1.179, -1.764, -1.889], [0.396, -1.000, 2.343], [1.799, 0.166, 3.786], [-0.401, 0.765, 3.606], [-0.604, 0.005, -2.057], [2.068, -1.823, 2.922], [1.031, 1.765, 4.764], [-0.701, 0.569, -0.634], [1.480, 1.262, -2.219], [1.820, -0.333, -2.033], [1.454, 0.265, -3.650], [-2.379, 0.321, -3.959], [-2.448, 1.485, -2.654], [-1.235, 1.727, -3.974], [-0.465, -2.466, -1.528], [-2.197, -1.908, -1.516], [-1.161, -2.059, -2.969], [2.785, 0.448, 3.986], [-1.243, 1.310, 3.887]]}

---

B.
{"formula": "C6H14N3Si", "method": "the ωB97M-V functional and the def2-TZVPD basis", "total_charge": 1, "gap_ev": [7.81, 7.81], "e_homo_ev": [-11.314, -11.314], "lumo_energy_ev": [-3.502, -3.503], "species": ["C", "C", "C", "C", "C", "C", "N", "N", "N", "Si", "H", "H", "H", "H", "H", "H", "H", "H", "H", "H", "H", "H", "H", "H"], "positions_angstrom": [[-2.308, 1.062, 0.585], [-2.372, -1.171, -0.012], [-1.007, 0.383, -1.146], [1.442, -1.729, 0.538], [1.247, 1.390, 1.403], [2.473, 0.601, -1.485], [-1.659, 1.372, -0.435], [-2.313, -0.328, 1.066], [-1.661, -0.862, -1.061], [1.502, 0.098, 0.052], [-2.932, 1.762, 1.107], [-3.004, -2.043, -0.004], [-0.720, 0.664, -2.145], [1.484, -2.385, -0.328], [2.292, -1.979, 1.170], [0.545, -1.976, 1.099], [0.269, 1.292, 1.869], [1.994, 1.300, 2.188], [1.314, 2.395, 0.995], [2.103, 1.538, -1.892], [3.526, 0.746, -1.249], [2.419, -0.150, -2.270], [-2.937, -0.530, 1.837], [-1.696, -1.453, -1.882]]}

---

Least stable: A

---

A.
{"formula": "C4H9NO2P", "method": "the ωB97M-V functional and the def2-TZVPD basis", "total_charge": -1, "gap_ev": [7.30, 7.30], "e_homo_ev": [-3.321, -3.320], "lumo_energy_ev": [3.981, 3.981], "species": ["C", "C", "C", "C", "N", "O", "O", "P", "H", "H", "H", "H", "H", "H", "H", "H", "H"], "positions_angstrom": [[-1.867, 0.334, 2.516], [1.254, -0.777, -1.744], [1.314, 0.516, 0.441], [0.651, 0.435, -1.009], [-0.761, 0.415, -0.863], [-2.832, 0.033, 3.130], [-0.783, 0.814, 2.423], [-1.671, -0.810, -0.406], [1.103, -1.762, -1.184], [0.792, -0.795, -2.754], [2.345, -0.815, -1.963], [0.511, 0.796, 1.131], [2.120, 1.254, 0.431], [1.735, -0.456, 0.596], [0.846, 1.353, -1.611], [-1.862, -0.439, 1.344], [-2.895, -0.095, -0.477]]}

---

B.
{"formula": "C4H9NO2P", "method": "the ωB97M-V functional and the def2-TZVPD basis", "total_charge": -1, "gap_ev": [6.48, 6.76], "e_homo_ev": [-2.631, -2.851], "lumo_energy_ev": [3.845, 3.905], "species": ["C", "C", "C", "C", "N", "O", "O", "P", "H", "H", "H", "H", "H", "H", "H", "H", "H"], "positions_angstrom": [[1.120, 0.711, 0.299], [1.701, 1.693, -0.707], [1.058, -0.917, 1.991], [-1.719, -0.764, -1.609], [1.767, 0.028, 1.127], [-2.491, -0.958, 0.996], [-2.566, 1.428, 0.012], [-1.920, 0.072, 0.042], [1.101, 1.420, -1.572], [1.507, 2.570, -0.196], [2.754, 1.357, -1.011], [1.568, -1.913, 1.602], [-0.050, -0.926, 1.728], [1.147, -0.900, 3.032], [-1.785, -1.929, -1.513], [-2.477, -0.446, -2.200], [-0.716, -0.527, -2.021]]}

---

Least stable: A

---

A.
{"formula": "C6H12N2O2", "method": "the ωB97M-V functional and the def2-TZVPD basis", "gap_ev": 9.34, "e_homo_ev": -8.609, "smiles": "C[C@H]1[C@@H](CN)[C@H]1NC(=O)O", "lumo_energy_ev": 0.735, "species": ["C", "C", "C", "C", "N", "C", "N", "C", "O", "O", "H", "H", "H", "H", "H", "H", "H", "H", "H", "H", "H", "H"], "positions_angstrom": [[1.878, 0.580, -1.215], [0.930, 1.445, -0.421], [-0.573, 1.219, -0.361], [-1.257, 0.052, -1.033], [-1.936, -0.780, -0.033], [0.280, 1.035, 0.874], [0.426, -0.209, 1.597], [-0.121, -1.456, 1.344], [-0.741, -2.062, 2.233], [0.631, -2.171, 0.458], [1.691, -0.489, -1.074], [1.791, 0.811, -2.287], [2.916, 0.782, -0.912], [1.216, 2.500, -0.435], [-1.194, 2.119, -0.343], [-1.964, 0.440, -1.784], [-0.546, -0.600, -1.548], [-2.277, -0.235, 0.754], [-2.041, -1.748, -0.326], [0.188, 1.843, 1.600], [0.527, -0.065, 2.592], [0.180, -3.011, 0.317]]}

---

B.
{"formula": "C6H12N2O2", "method": "the ωB97M-V functional and the def2-TZVPD basis", "gap_ev": 9.55, "e_homo_ev": -8.852, "smiles": "[H]/N=C(\\CN(C)C(C)=O)OC", "lumo_energy_ev": 0.703, "species": ["H", "N", "C", "C", "N", "C", "C", "C", "O", "O", "C", "H", "H", "H", "H", "H", "H", "H", "H", "H", "H", "H"], "positions_angstrom": [[0.780, 1.399, -1.746], [-0.076, 1.083, -2.206], [-0.642, 0.178, -1.492], [-0.033, -1.005, -0.788], [0.801, -0.189, 0.109], [2.244, -0.252, -0.089], [0.152, 0.330, 1.268], [0.997, 1.240, 2.126], [-0.859, -0.181, 1.741], [-2.072, 0.297, -1.355], [-2.949, -0.644, -0.756], [0.573, -1.601, -1.474], [-0.705, -1.625, -0.197], [2.462, -0.107, -1.150], [2.602, -1.236, 0.227], [2.768, 0.535, 0.454], [1.838, 0.682, 2.546], [0.404, 1.592, 2.974], [1.359, 2.090, 1.545], [-3.978, -0.325, -0.946], [-2.843, -0.595, 0.333], [-2.822, -1.666, -1.123]]}

---

Least stable: B

---

A.
{"formula": "C36H67BHgN7O4P2S", "method": "the ωB97M-V functional and the def2-TZVPD basis", "multiplicity": 2, "gap_ev": [5.83, 7.92], "e_homo_ev": [-5.292, -7.381], "lumo_energy_ev": [0.542, 0.542], "species": ["Hg", "C", "C", "C", "C", "P", "C", "N", "B", "N", "C", "P", "C", "C", "C", "C", "C", "C", "C", "C", "C", "C", "C", "C", "C", "C", "C", "C", "C", "C", "H", "H", "H", "H", "H", "H", "H", "H", "H", "H", "H", "H", "H", "H", "H", "H", "H", "H", "H", "H", "H", "H", "H", "H", "H", "H", "H", "H", "H", "H", "H", "H", "H", "H", "H", "H", "H", "H", "H", "H", "H", "H", "H", "H", "C", "N", "C", "C", "O", "H", "H", "H", "H", "H", "H", "H", "S", "C", "N", "C", "C", "C", "N", "H", "H", "H", "H", "C", "N", "C", "C", "O", "H", "H", "H", "H", "H", "H", "H", "N", "C", "C", "O", "O", "H", "H", "H", "H", "H"], "positions_angstrom": [[-0.792, 0.395, 0.046], [0.448, 0.920, 3.937], [0.129, -0.493, 4.453], [1.211, -0.901, 5.455], [-1.217, -0.438, 5.182], [-0.067, -1.477, 2.859], [1.707, -1.567, 2.304], [2.065, -0.719, 1.176], [1.314, 0.100, 0.252], [2.301, 0.722, -0.593], [2.132, 1.677, -1.678], [0.853, 2.976, -1.309], [0.777, 3.890, -2.959], [0.742, 2.852, -4.089], [1.895, 4.889, -3.257], [-0.577, 4.618, -2.974], [1.737, 4.068, -0.047], [0.872, 5.318, 0.158], [3.188, 4.478, -0.320], [1.705, 3.289, 1.282], [3.557, 0.250, -0.243], [4.810, 0.495, -0.783], [5.914, -0.138, -0.215], [5.771, -1.001, 0.864], [4.513, -1.257, 1.408], [3.415, -0.626, 0.848], [-0.383, -3.302, 3.188], [-1.834, -3.474, 3.654], [0.552, -4.012, 4.167], [-0.281, -3.970, 1.804], [0.594, 1.595, 4.786], [-0.369, 1.312, 3.326], [1.359, 0.942, 3.332], [1.149, -0.245, 6.330], [1.096, -1.925, 5.805], [2.219, -0.787, 5.052], [-1.203, 0.382, 5.906], [-1.418, -1.356, 5.736], [-2.046, -0.261, 4.493], [1.939, -2.607, 2.056], [2.360, -1.314, 3.141], [1.824, 1.152, -2.580], [3.096, 2.145, -1.883], [1.731, 2.442, -4.297], [0.388, 3.340, -5.002], [0.064, 2.029, -3.853], [2.881, 4.419, -3.220], [1.893, 5.735, -2.572], [1.757, 5.288, -4.268], [-1.399, 3.904, -2.888], [-0.688, 5.167, -3.914], [-0.674, 5.331, -2.154], [0.837, 5.953, -0.727], [1.289, 5.915, 0.975], [-0.151, 5.044, 0.427], [3.263, 5.314, -1.012], [3.790, 3.657, -0.711], [3.654, 4.790, 0.620], [0.701, 2.924, 1.509], [2.013, 3.961, 2.090], [2.388, 2.438, 1.277], [4.939, 1.151, -1.634], [6.898, 0.044, -0.628], [6.644, -1.481, 1.287], [4.403, -1.934, 2.246], [-2.060, -4.542, 3.737], [-2.526, -3.039, 2.931], [-2.019, -3.021, 4.628], [0.324, -3.751, 5.201], [1.605, -3.786, 3.985], [0.426, -5.096, 4.073], [-0.840, -3.410, 1.051], [-0.706, -4.977, 1.866], [0.751, -4.072, 1.464], [-1.230, -2.219, -5.400], [-1.244, -1.638, -4.079], [-2.224, -2.124, -3.131], [-0.417, -0.631, -3.757], [-0.371, -0.051, -2.685], [-1.100, -3.301, -5.335], [-0.397, -1.812, -5.970], [-2.161, -2.010, -5.934], [-2.220, -3.217, -3.134], [-3.225, -1.769, -3.390], [-1.968, -1.766, -2.137], [0.273, -0.375, -4.577], [-2.789, 1.781, 0.419], [-3.842, 1.496, -0.956], [-4.426, 2.645, -1.449], [-5.402, 2.587, -2.451], [-5.663, 1.359, -2.994], [-4.986, 0.245, -2.514], [-4.083, 0.330, -1.459], [-4.215, 3.505, -0.975], [-5.856, 3.516, -2.751], [-6.392, 1.264, -3.787], [-5.164, -0.745, -2.913], [-5.902, -1.549, 0.632], [-4.496, -1.587, 0.973], [-4.105, -0.964, 2.223], [-3.590, -1.906, 0.038], [-2.373, -1.817, 0.152], [-6.497, -1.844, 1.497], [-6.108, -2.244, -0.180], [-6.198, -0.543, 0.320], [-4.480, 0.059, 2.268], [-3.019, -0.934, 2.273], [-4.504, -1.537, 3.065], [-4.053, -2.314, -0.874], [3.102, -3.909, -0.284], [2.726, -4.189, -1.668], [1.990, -3.003, -2.289], [1.791, -2.904, -3.472], [1.598, -2.094, -1.405], [3.082, -4.739, 0.291], [1.892, -2.428, -0.529], [4.021, -3.491, -0.209], [2.034, -5.032, -1.692], [3.557, -4.436, -2.330]]}

---

B.
{"formula": "C36H67BHgN7O4P2S", "method": "the ωB97M-V functional and the def2-TZVPD basis", "multiplicity": 2, "gap_ev": [6.14, 7.77], "e_homo_ev": [-5.699, -7.339], "lumo_energy_ev": [0.445, 0.430], "species": ["Hg", "C", "C", "C", "C", "P", "C", "N", "B", "N", "C", "P", "C", "C", "C", "C", "C", "C", "C", "C", "C", "C", "C", "C", "C", "C", "C", "C", "C", "C", "H", "H", "H", "H", "H", "H", "H", "H", "H", "H", "H", "H", "H", "H", "H", "H", "H", "H", "H", "H", "H", "H", "H", "H", "H", "H", "H", "H", "H", "H", "H", "H", "H", "H", "H", "H", "H", "H", "H", "H", "H", "H", "H", "H", "C", "N", "C", "C", "O", "H", "H", "H", "H", "H", "H", "H", "S", "C", "N", "C", "C", "C", "N", "H", "H", "H", "H", "C", "N", "C", "C", "O", "H", "H", "H", "H", "H", "H", "H", "N", "C", "C", "O", "O", "H", "H", "H", "H", "H"], "positions_angstrom": [[0.312, 0.249, -0.518], [-0.064, -1.482, 3.543], [1.287, -2.223, 3.496], [1.069, -3.592, 4.149], [2.297, -1.398, 4.308], [1.890, -2.134, 1.695], [0.633, -3.211, 0.822], [-0.676, -2.561, 0.719], [-1.035, -1.226, 0.312], [-2.443, -1.093, 0.579], [-3.351, 0.048, 0.606], [-2.911, 1.455, -0.523], [-4.011, 1.039, -1.999], [-5.521, 1.087, -1.773], [-3.644, 2.003, -3.138], [-3.593, -0.376, -2.426], [-3.670, 2.855, 0.487], [-2.604, 3.121, 1.567], [-3.759, 4.109, -0.388], [-5.025, 2.610, 1.153], [-2.900, -2.303, 1.107], [-4.168, -2.677, 1.528], [-4.349, -3.965, 2.023], [-3.290, -4.864, 2.074], [-2.017, -4.498, 1.641], [-1.826, -3.206, 1.170], [3.477, -3.195, 1.560], [3.728, -4.221, 2.664], [3.516, -3.940, 0.220], [4.614, -2.157, 1.558], [-0.277, -1.202, 4.582], [-0.055, -0.571, 2.944], [-0.881, -2.120, 3.203], [0.469, -3.450, 5.056], [0.510, -4.273, 3.501], [1.998, -4.072, 4.450], [1.943, -1.279, 5.339], [3.281, -1.873, 4.345], [2.412, -0.403, 3.867], [1.029, -3.418, -0.170], [0.523, -4.150, 1.359], [-4.356, -0.286, 0.351], [-3.380, 0.430, 1.628], [-5.863, 2.113, -1.620], [-6.031, 0.699, -2.663], [-5.841, 0.483, -0.920], [-3.861, 3.042, -2.878], [-2.583, 1.921, -3.387], [-4.223, 1.753, -4.033], [-3.862, -1.133, -1.684], [-4.096, -0.633, -3.366], [-2.514, -0.430, -2.597], [-1.630, 3.318, 1.112], [-2.892, 3.996, 2.162], [-2.481, 2.273, 2.248], [-2.789, 4.334, -0.841], [-4.503, 4.008, -1.180], [-4.048, 4.965, 0.230], [-5.031, 1.718, 1.784], [-5.257, 3.466, 1.798], [-5.829, 2.520, 0.423], [-5.007, -1.994, 1.472], [-5.329, -4.270, 2.371], [-3.454, -5.866, 2.453], [-1.208, -5.217, 1.669], [2.916, -4.947, 2.731], [4.647, -4.772, 2.427], [3.873, -3.755, 3.640], [2.845, -4.803, 0.218], [3.255, -3.284, -0.607], [4.535, -4.311, 0.055], [4.618, -1.565, 2.478], [5.586, -2.657, 1.465], [4.493, -1.470, 0.716], [2.646, 3.942, 3.677], [2.254, 2.894, 2.756], [3.083, 2.720, 1.587], [1.070, 2.273, 2.860], [0.579, 1.466, 2.076], [2.599, 4.918, 3.188], [3.668, 3.772, 4.017], [1.986, 3.946, 4.544], [3.046, 3.613, 0.966], [2.711, 1.876, 1.020], [4.113, 2.526, 1.895], [0.546, 2.531, 3.795], [0.113, 0.757, -3.366], [1.749, 1.141, -3.075], [2.541, 1.355, -4.190], [3.868, 1.793, -4.059], [4.392, 1.843, -2.799], [3.597, 1.508, -1.711], [2.250, 1.166, -1.858], [2.041, 1.515, -5.045], [4.406, 2.018, -4.968], [5.423, 2.137, -2.649], [3.986, 1.530, -0.711], [0.315, -2.764, -3.834], [1.644, -2.203, -3.984], [2.125, -2.011, -5.335], [2.298, -1.696, -2.926], [1.922, -1.775, -1.763], [0.297, -3.800, -4.182], [-0.401, -2.175, -4.413], [0.031, -2.721, -2.786], [1.496, -1.290, -5.867], [2.104, -2.958, -5.878], [3.149, -1.640, -5.314], [3.248, -1.209, -3.198], [0.188, 4.533, -3.475], [0.976, 5.100, -2.388], [0.674, 4.416, -1.053], [1.026, 4.889, 0.001], [0.000, 3.272, -1.119], [-0.737, 4.943, -3.527], [-0.143, 3.028, -2.063], [0.629, 4.643, -4.375], [0.842, 6.171, -2.238], [2.034, 4.920, -2.583]]}

---

Least stable: B